This record from OMol25 describes 4 unconnected molecules or ions with the total composition C21H49N4O6. The level of theory is ωB97M-V/def2-TZVPD.

For the HOMO energy, the calculation gives -11.296 eV. The frontier orbital gap comes out at 9.2 eV. The energy is -1499.62967 Ha. The charge is +1. The multiplicity is 1.

Atoms and positions in Å:
C -5.210 0.131 1.023
C -5.631 -0.751 -0.165
C -4.672 -1.872 -0.531
O -3.333 -1.361 -0.645
O -2.881 -1.721 -1.961
C -2.067 -0.751 -2.457
O -1.695 0.234 -1.864
O -1.730 -1.139 -3.676
C -1.734 -0.073 -4.680
C -2.142 -0.659 -6.024
C -3.061 0.279 -6.814
N -2.292 1.408 -7.370
H -5.244 1.178 0.737
H -4.202 -0.090 1.375
H -5.888 -0.003 1.868
H -5.727 -0.119 -1.053
H -6.622 -1.179 0.002
H -4.675 -2.693 0.194
H -4.962 -2.296 -1.493
H -2.426 0.709 -4.361
H -0.732 0.351 -4.715
H -1.243 -0.810 -6.626
H -2.613 -1.634 -5.892
H -3.845 0.650 -6.150
H -3.522 -0.303 -7.615
H -2.703 2.291 -7.096
H -2.331 1.389 -8.381
C 1.237 1.479 3.513
C 0.203 0.398 3.270
N -0.019 0.021 1.826
C -0.607 1.205 1.103
C -1.089 -1.047 1.733
C -0.792 -2.416 2.320
C 1.241 -0.316 1.069
C 2.146 -1.430 1.561
O 2.712 -1.137 2.819
C 2.750 -2.203 3.758
H 0.965 2.429 3.053
H 1.293 1.648 4.587
H 2.230 1.193 3.177
H -0.772 0.734 3.624
H 0.454 -0.510 3.810
H -1.530 1.494 1.598
H -0.810 0.889 0.084
H 0.106 2.022 1.111
H -1.340 -1.132 0.678
H -1.948 -0.610 2.240
H -0.213 -3.038 1.643
H -1.746 -2.925 2.457
H -0.301 -2.383 3.291
H 1.812 0.611 1.031
H 0.917 -0.555 0.055
H 2.955 -1.474 0.819
H 1.670 -2.408 1.550
H 2.717 -3.176 3.267
H 1.917 -2.129 4.466
H 3.680 -2.126 4.318
C -5.012 3.793 3.517
C -5.766 3.518 2.301
N -6.366 3.296 1.344
H -4.323 2.974 3.717
H -4.449 4.717 3.402
H -5.693 3.895 4.359
C 6.945 1.675 -0.101
C 6.079 0.756 0.752
C 6.256 -0.739 0.458
O 5.612 -1.188 -0.718
C 6.344 -1.013 -1.920
N 4.675 1.164 0.626
H 6.561 1.762 -1.117
H 6.959 2.677 0.326
H 7.973 1.313 -0.152
H 6.372 0.898 1.796
H 5.787 -1.300 1.273
H 7.318 -1.015 0.443
H 7.415 -1.151 -1.753
H 6.174 -0.028 -2.361
H 6.000 -1.769 -2.624
H 4.124 0.603 1.272
H 4.360 0.885 -0.300

This record from OMol25 describes a molecular structure, C21H49N5O7Pt. The level of theory is ωB97M-V/def2-TZVPD.

For the HOMO energy (spin up / spin down), the calculation gives -6.146 / -6.223 eV. As for the energy above the lowest of the compared OMol25 structures with the same formula, charge and spin: 0.0 kcal per mole. The frontier orbital gap (spin up / spin down) comes out at 6.3 / 6.4 eV. The energy is -1749.06913 Ha. The charge is 0. The multiplicity is 3.

Atoms and positions in Å:
Pt -14.036 4.764 18.733
C -13.669 9.123 17.709
C -13.292 7.793 16.962
C -11.882 7.944 16.441
O -13.531 6.646 17.726
H -14.607 9.121 18.265
H -13.894 9.849 16.927
H -12.904 9.506 18.384
H -13.853 7.733 16.030
H -11.205 8.172 17.264
H -11.782 8.688 15.652
H -11.556 7.033 15.938
C -16.436 5.215 22.410
C -16.389 4.330 21.152
C -17.794 3.862 20.705
O -15.736 4.891 20.081
H -17.116 6.065 22.348
H -15.451 5.643 22.598
H -16.693 4.649 23.305
H -15.824 3.437 21.416
H -18.268 3.313 21.518
H -17.805 3.046 19.983
H -18.543 4.601 20.419
C -15.595 3.504 16.113
O -15.008 3.776 17.190
N -16.613 2.602 16.027
C -17.158 1.994 17.232
C -17.351 2.353 14.800
H -15.350 3.926 15.126
H -18.167 2.404 17.269
H -16.619 2.067 18.177
H -17.369 0.939 17.053
H -17.672 1.314 14.728
H -18.172 3.036 14.579
H -16.585 2.459 14.032
C -18.600 5.133 17.301
O -19.735 4.697 17.105
N -18.098 6.274 16.768
C -16.725 6.649 17.120
C -18.759 7.110 15.787
H -17.846 4.657 17.948
H -16.669 7.680 17.468
H -16.164 6.609 16.186
H -16.163 6.055 17.841
H -18.974 8.111 16.161
H -18.039 7.127 14.969
H -19.721 6.703 15.475
C -13.551 1.510 19.788
O -13.628 2.659 19.381
N -12.414 1.001 20.379
C -12.406 -0.227 21.158
C -11.113 1.682 20.476
H -14.372 0.783 19.682
H -13.292 -0.856 21.075
H -12.196 -0.043 22.211
H -11.583 -0.863 20.832
H -10.500 1.206 19.710
H -10.988 2.717 20.156
H -10.673 1.638 21.472
C -10.866 4.051 17.207
O -12.090 4.207 17.630
N -10.354 2.921 16.717
C -11.122 1.647 16.581
C -8.949 2.836 16.331
H -10.121 4.861 17.205
H -11.078 1.239 15.571
H -12.157 1.738 16.911
H -10.591 0.931 17.209
H -8.844 2.124 15.512
H -8.590 3.703 15.776
H -8.329 2.655 17.208
C -12.524 5.642 21.493
O -12.701 4.923 20.473
N -11.584 6.583 21.649
C -11.392 7.297 22.890
C -10.525 6.840 20.682
H -13.186 5.493 22.361
H -12.292 7.135 23.483
H -11.304 8.369 22.714
H -10.496 6.964 23.414
H -10.753 6.437 19.696
H -10.425 7.921 20.589
H -9.586 6.335 20.910

This record from OMol25 describes a molecular structure, C21H49N7O11SZn2. The level of theory is ωB97M-V/def2-TZVPD.

For the HOMO energy, the calculation gives -12.804 eV. As for the energy above the lowest of the compared OMol25 structures with the same formula, charge and spin: 0.0 kcal per mole. The frontier orbital gap comes out at 7.7 eV. The energy is -5997.05096 Ha. The charge is +2. The multiplicity is 1.

Atoms and positions in Å:
Zn -1.357 1.427 -0.904
Zn 3.152 -0.608 1.150
S 0.194 -0.454 -0.378
O -0.828 0.117 0.403
O 0.146 0.465 -1.540
O 1.454 -0.269 0.297
O 0.050 -1.822 -0.780
C 0.331 1.318 3.205
C 1.595 0.666 3.632
O 2.290 -0.023 2.877
N 1.955 0.977 4.901
C 3.246 0.538 5.537
H 0.156 1.473 2.141
H 0.179 2.284 3.687
H -0.448 0.631 3.535
H 1.257 1.300 5.555
H 3.151 -0.544 5.637
H 3.480 1.064 6.462
H 4.086 0.796 4.892
C 6.230 -1.545 -1.746
C 4.779 -1.899 -1.340
O 4.137 -1.321 -0.441
N 4.211 -2.834 -2.156
C 2.774 -3.067 -2.164
H 6.616 -2.361 -2.357
H 6.851 -1.615 -0.854
H 6.307 -0.639 -2.347
H 4.854 -3.261 -2.807
H 2.253 -2.116 -2.048
H 2.495 -3.730 -1.346
H 2.528 -3.505 -3.132
C -1.371 3.536 -4.702
C -1.610 3.711 -3.156
O -1.474 2.729 -2.505
N -1.910 4.987 -2.912
C -2.036 5.468 -1.554
H -1.187 4.496 -5.185
H -2.276 3.141 -5.163
H -0.487 2.927 -4.890
H -2.324 5.475 -3.693
H -2.755 6.285 -1.520
H -1.091 5.803 -1.125
H -2.563 4.837 -0.837
C 1.765 3.234 -1.111
C 0.674 3.726 -0.187
O -0.383 3.033 -0.161
N 1.017 4.745 0.620
C 0.177 5.162 1.797
H 2.619 3.904 -1.007
H 1.450 3.446 -2.133
H 2.030 2.177 -1.101
H 1.902 5.230 0.600
H -0.400 6.087 1.788
H 0.745 5.289 2.719
H -0.612 4.419 1.916
C -1.818 -2.498 2.974
C -2.689 -3.110 1.921
O -3.612 -3.798 2.201
N -2.337 -2.889 0.626
C -3.257 -3.214 -0.435
H -1.005 -3.092 3.392
H -2.499 -2.093 3.723
H -1.320 -1.609 2.587
H -1.407 -2.514 0.502
H -3.274 -4.289 -0.612
H -2.782 -2.752 -1.301
H -4.291 -2.917 -0.262
C 2.521 -4.472 2.520
C 2.010 -3.524 1.515
O 2.496 -2.368 1.525
N 0.956 -3.797 0.743
C 0.343 -5.109 0.665
H 2.745 -5.406 2.004
H 1.752 -4.507 3.291
H 3.413 -3.974 2.901
H 0.718 -3.054 0.101
H 1.032 -5.896 0.358
H -0.392 -4.969 -0.127
H -0.174 -5.425 1.571
C -3.816 0.548 -3.971
C -3.873 0.244 -2.467
O -2.831 0.186 -1.807
N -5.098 0.160 -1.879
C -5.450 -0.265 -0.536
H -2.922 1.060 -4.326
H -4.639 1.253 -4.087
H -3.952 -0.410 -4.474
H -5.894 0.438 -2.435
H -6.237 0.409 -0.200
H -4.616 -0.357 0.159
H -5.826 -1.283 -0.432

This record from OMol25 describes a molecular structure, C21H50AlAsGeNOPS3Si3. The level of theory is ωB97M-V/def2-TZVPD.

For the HOMO energy (spin up / spin down), the calculation gives -7.856 / -10.016 eV. As for the energy above the lowest of the compared OMol25 structures with the same formula, charge and spin: 59.6 kcal per mole. The frontier orbital gap (spin up / spin down) comes out at 5.2 / 7.4 eV. The energy is -7919.62006 Ha. The charge is +1. The multiplicity is 2.

Atoms and positions in Å:
Al 0.497 0.578 -0.939
S -1.408 -2.975 1.224
C -0.503 -1.688 0.800
S -0.651 -0.075 1.504
S 0.670 -1.776 -0.474
C 0.662 3.152 -4.410
P 1.169 2.935 -2.654
C 2.881 2.267 -2.895
C 1.604 4.693 -2.293
H 1.497 3.511 -5.011
H -0.152 3.875 -4.453
H 0.304 2.202 -4.806
H 3.592 3.076 -3.056
H 2.902 1.591 -3.748
H 3.177 1.699 -2.008
H 2.208 5.109 -3.101
H 2.161 4.766 -1.358
H 0.693 5.284 -2.197
C 2.166 -2.393 -3.422
As 0.684 -1.205 -3.726
C -1.005 -2.117 -3.675
C 0.907 -0.545 -5.523
O 0.663 0.135 -2.693
H 2.251 -3.039 -4.295
H 1.988 -2.984 -2.528
H 3.080 -1.812 -3.306
H -1.008 -2.895 -4.438
H -1.790 -1.392 -3.880
H -1.150 -2.563 -2.694
H 1.024 -1.409 -6.178
H 1.789 0.087 -5.596
H 0.027 0.021 -5.822
C -1.109 2.967 4.142
Si -1.752 1.253 4.625
C -3.445 0.985 3.831
C -1.892 1.136 6.505
Ge -0.309 -0.544 3.861
Si -1.131 -2.673 4.760
C -2.985 -2.898 4.490
C -0.799 -2.370 6.611
C -0.100 -4.161 4.222
Si 2.125 -0.565 4.073
C 2.822 -1.530 2.603
C 2.959 1.142 4.194
C 2.517 -1.478 5.683
H -1.610 3.745 4.722
H -1.301 3.157 3.086
H -0.035 3.068 4.314
H -4.206 1.612 4.301
H -3.761 -0.055 3.926
H -3.422 1.222 2.766
H -2.645 1.834 6.878
H -0.944 1.377 6.990
H -2.185 0.135 6.827
H -3.555 -2.170 5.070
H -3.301 -3.897 4.801
H -3.246 -2.779 3.439
H -1.730 -2.338 7.180
H -0.280 -1.423 6.775
H -0.179 -3.160 7.038
H -0.234 -4.388 3.165
H -0.388 -5.048 4.791
H 0.964 -3.989 4.394
H 2.769 -0.952 1.678
H 2.245 -2.444 2.441
H 3.864 -1.816 2.766
H 3.670 1.300 3.381
H 3.511 1.223 5.132
H 2.236 1.959 4.171
H 1.971 -2.419 5.770
H 2.254 -0.866 6.548
H 3.584 -1.704 5.748
C 1.775 4.469 1.630
C 2.731 3.471 1.524
C 2.405 2.298 0.870
N 1.196 2.085 0.343
C 0.276 3.057 0.435
C 0.515 4.246 1.085
H 2.003 5.404 2.122
H 3.715 3.594 1.954
H 3.111 1.482 0.769
H -0.688 2.803 -0.004
H -0.262 4.993 1.152

For reference, strongest force on any atom by record: 0.734 6.355 6.766 1.360 eV Å⁻¹.